one.
Molecular formula: C12H48N24O12
Method: DFT, ωB97M-V/def2-TZVPD

Computed properties:
Spin multiplicity: 1
Molecular weight: 720.7 g/mol
Structure (SMILES): NC(N)=O.NC(N)=O.NC(N)=O.NC(N)=O.NC(N)=O.NC(N)=O.NC(N)=O.NC(N)=O.NC(N)=O.NC(N)=O.NC(N)=O.NC(N)=O
Gap between HOMO and LUMO: 9.14 eV
HOMO: -0.3403 hartree
Charge: 0
LUMO: -0.12 eV

Structure (XYZ):
```
96
Properties=species:S:1:pos:R:3:lowdin_charge:R:1
O -0.857 -6.564 1.187 0.018
O 1.625 5.518 -3.489 -0.021
O -3.386 2.905 -8.417 0.025
O 1.443 -0.570 0.235 0.038
O -8.841 -5.696 -0.156 0.036
O 0.383 3.966 4.305 0.014
O 7.466 0.884 4.183 0.053
O -5.469 0.749 -2.902 0.041
O -4.074 7.497 -0.509 0.051
O 3.598 -5.185 6.159 0.074
O 9.554 -0.803 -3.947 0.070
O -5.012 -5.547 7.070 0.024
N 0.840 -7.976 1.760 0.154
N 5.155 -4.459 7.403 0.170
N -3.635 6.792 -2.534 0.140
N -4.821 -7.339 5.723 0.150
N 0.406 -0.017 -1.610 0.157
N 8.727 -1.854 -5.687 0.164
N -4.169 -5.355 5.087 0.178
N 0.861 2.049 5.312 0.178
N -1.870 3.068 -6.831 0.131
N 3.166 6.866 -3.992 0.164
N -8.936 -4.255 -1.888 0.160
N 7.430 -1.015 -4.312 0.168
N 2.699 6.684 -1.839 0.173
N 0.855 3.781 6.434 0.162
N -2.473 4.974 -7.885 0.150
N 8.596 1.843 2.696 0.143
N -7.497 -4.025 -0.374 0.162
N 1.331 -6.237 0.754 0.141
N -2.470 5.952 -0.841 0.160
N -0.689 -1.122 -0.193 0.165
N 6.872 1.226 2.056 0.191
N -6.628 2.296 -4.029 0.153
N 4.222 -3.031 6.232 0.157
N -7.343 1.821 -2.144 0.138
C -3.464 6.757 -1.220 -0.787
C 0.466 -0.621 -0.465 -0.830
C -4.673 -6.030 6.007 -0.811
C 0.656 3.280 5.290 -0.857
C 4.262 -4.294 6.556 -0.885
C -2.619 3.635 -7.818 -0.716
C -8.496 -4.687 -0.736 -0.839
C 7.533 1.353 3.076 -0.915
C 8.644 -1.192 -4.599 -0.890
C 0.314 -6.926 1.224 -0.773
C -6.383 1.532 -3.030 -0.791
C 2.471 6.343 -3.102 -0.797
H 7.340 1.768 1.344 0.123
H -7.234 1.478 -1.200 0.110
H -4.125 -4.355 4.951 0.136
H 0.645 1.512 4.484 0.135
H 9.618 -1.879 -6.162 0.129
H -9.562 -4.889 -2.364 0.123
H -1.300 3.558 -6.157 0.096
H 7.247 -0.359 -3.567 0.135
H 5.116 -2.562 6.225 0.108
H 0.204 -8.652 2.158 0.126
H 8.489 2.548 1.980 0.119
H 2.261 -6.520 1.025 0.103
H -8.451 -3.443 -2.241 0.107
H -3.696 -5.941 4.414 0.115
H 5.959 0.804 1.972 0.146
H -0.760 -1.826 0.528 0.125
H 9.398 1.938 3.303 0.141
H -3.002 5.453 -8.600 0.108
H 0.991 3.210 7.256 0.116
H 0.595 4.746 6.575 0.129
H -8.182 2.305 -2.432 0.103
H -1.929 5.469 -1.545 0.104
H -7.402 2.903 -4.258 0.124
H 5.762 -3.652 7.379 0.116
H -5.885 2.130 -4.693 0.123
H -1.463 -1.019 -0.835 0.112
H 1.843 -8.001 1.870 0.113
H -3.476 5.897 -2.973 0.100
H 1.200 -5.365 0.262 0.117
H 7.867 -2.023 -6.190 0.109
H -2.048 2.076 -6.765 0.104
H -2.349 5.905 0.160 0.117
H 6.778 -1.456 -4.945 0.115
H 3.538 7.199 -1.611 0.109
H -4.480 -7.686 4.838 0.098
H 5.364 -5.366 7.795 0.139
H 4.088 7.233 -3.804 0.119
H 3.536 -2.743 5.549 0.120
H 1.208 0.529 -1.892 0.126
H -1.903 5.543 -7.275 0.103
H -4.922 -7.935 6.532 0.111
H -7.015 -4.349 0.453 0.134
H 3.002 6.730 -4.979 0.133
H -0.482 -0.151 -2.072 0.107
H 2.092 6.240 -1.164 0.119
H 1.153 1.589 6.162 0.123
H -4.152 7.592 -2.872 0.115
H -7.242 -3.155 -0.818 0.117
```

two.
Molecular formula: C12H48N24O12
Method: DFT, ωB97M-V/def2-TZVPD

Computed properties:
Spin multiplicity: 1
Molecular weight: 720.7 g/mol
Structure (SMILES): NC(N)=O.NC(N)=O.NC(N)=O.NC(N)=O.NC(N)=O.NC(N)=O.NC(N)=O.NC(N)=O.NC(N)=O.NC(N)=O.NC(N)=O.NC(N)=O
Gap between HOMO and LUMO: 9.18 eV
HOMO: -0.3445 hartree
Charge: 0
LUMO: -0.20 eV

Structure (XYZ):
```
96
Properties=species:S:1:pos:R:3:lowdin_charge:R:1
O 0.366 7.890 2.117 0.064
O -0.378 0.117 -0.345 0.063
O -6.566 -3.515 -4.248 0.036
O 2.732 -3.942 5.261 0.043
O -5.887 -6.643 0.989 0.054
O 9.527 -1.656 -1.318 0.018
O 7.230 6.150 -2.873 0.096
O 0.142 -8.319 0.105 0.028
O -4.027 2.904 4.484 -0.010
O 4.950 -7.921 -5.083 0.085
O -0.086 6.553 -6.157 0.035
O -5.799 6.611 -1.715 0.006
N -5.620 -2.122 -5.632 0.138
N 0.034 10.042 2.078 0.177
N -5.009 1.739 5.998 0.161
N -5.012 0.788 4.092 0.149
N -1.050 8.118 -4.971 0.150
N 8.558 0.079 -0.228 0.143
N 1.295 -10.054 0.692 0.174
N 1.637 -5.878 5.701 0.155
N 7.375 -1.355 -1.483 0.170
N 0.994 -1.124 0.693 0.166
N 6.616 6.018 -0.783 0.163
N 4.510 -6.196 -6.391 0.144
N -6.020 6.771 0.535 0.161
N -4.294 -3.494 -4.435 0.156
N -0.767 -10.299 0.019 0.168
N -4.596 5.427 -0.323 0.166
N -5.089 -4.742 1.736 0.154
N 3.825 -6.206 -4.385 0.160
N -6.688 -5.547 2.773 0.152
N -0.399 6.123 -4.026 0.155
N 0.787 0.986 1.337 0.160
N 1.369 -4.233 6.961 0.146
N -1.148 8.962 3.316 0.137
N 8.648 6.565 -1.358 0.162
C -5.539 -3.109 -4.735 -0.756
C 8.524 -1.013 -1.064 -0.771
C 1.947 -4.625 5.877 -0.806
C -4.659 1.876 4.827 -0.775
C -0.090 8.918 2.520 -0.863
C 4.568 -6.825 -5.227 -0.830
C 0.237 -9.514 0.243 -0.861
C -5.853 -5.760 1.811 -0.826
C -5.496 6.276 -0.564 -0.803
C -0.551 6.883 -5.103 -0.769
C 0.435 0.012 0.494 -0.847
C 7.485 6.215 -1.742 -0.888
H 3.370 -5.390 -4.766 0.100
H 6.673 -0.747 -1.086 0.110
H 1.920 -9.301 0.942 0.132
H -5.579 0.035 4.455 0.098
H 4.018 -5.315 -6.418 0.096
H -1.558 9.771 3.760 0.103
H 0.678 -1.850 0.065 0.130
H -6.560 -4.850 3.493 0.108
H -4.886 -1.761 -6.224 0.098
H 2.129 -6.446 5.025 0.121
H 9.347 0.308 0.359 0.110
H 0.860 10.257 1.538 0.141
H 9.294 6.645 -2.130 0.127
H -5.836 6.136 1.298 0.100
H -7.486 -6.158 2.874 0.121
H 1.645 -1.149 1.464 0.112
H -4.217 -4.361 -3.923 0.115
H -0.847 8.732 -5.747 0.114
H -1.626 -9.777 -0.080 0.128
H 0.196 5.308 -4.079 0.114
H -1.522 8.084 3.647 0.112
H 0.736 -4.798 7.509 0.110
H 1.299 -11.057 0.811 0.120
H -0.632 -11.297 0.092 0.111
H 4.568 -6.735 -7.243 0.117
H -4.617 0.722 3.165 0.108
H 6.689 6.151 0.216 0.109
H -0.484 10.791 2.514 0.129
H 7.278 -2.221 -1.994 0.137
H 3.566 -6.436 -3.436 0.127
H -4.400 4.703 -1.000 0.134
H 1.339 0.740 2.146 0.100
H -6.661 7.542 0.661 0.121
H 1.459 -3.264 7.232 0.121
H -3.531 -2.956 -4.821 0.103
H 0.822 -6.261 6.158 0.108
H -4.415 -4.646 0.990 0.127
H -5.792 1.140 6.218 0.128
H -4.353 5.269 0.644 0.116
H -6.548 -1.812 -5.883 0.110
H -0.940 6.264 -3.185 0.101
H 0.453 1.921 1.153 0.115
H -4.911 -4.168 2.548 0.109
H 8.626 7.140 -0.528 0.115
H 5.734 5.677 -1.137 0.115
H -1.412 8.373 -4.063 0.100
H -4.721 2.564 6.505 0.139
H 7.665 0.551 -0.215 0.084
```

two is the most stable structure; the next one sits 164.9 kJ/mol above it.

one.
Molecular formula: H12LiO6
Method: DFT, ωB97M-V/def2-TZVPD

Computed properties:
Spin multiplicity: 1
Molecular weight: 115.0 g/mol
Gap between HOMO and LUMO: 9.50 eV
HOMO: -0.5169 hartree
Charge: +1
LUMO: -4.56 eV

Structure (XYZ):
```
19
Properties=species:S:1:pos:R:3:nbo_charge:R:1
O 3.228 -1.100 2.342 -0.953
O -1.937 0.114 3.579 -0.958
O -3.363 -0.691 -2.677 -0.936
O -0.467 -3.154 -0.808 -0.967
O 3.312 1.300 -2.996 -0.953
O -1.267 3.674 0.141 -0.964
Li 0.067 0.297 0.366 0.995
H -2.180 3.896 -0.042 0.485
H -0.982 -3.926 -0.574 0.486
H -2.728 -1.360 -2.424 0.465
H -2.369 -0.512 4.160 0.485
H 3.608 0.920 -3.823 0.478
H 3.798 -1.868 2.373 0.484
H -1.339 0.598 4.150 0.474
H 0.298 -3.506 -1.263 0.481
H -0.951 4.391 0.691 0.481
H 3.630 2.203 -3.018 0.475
H -4.123 -0.859 -2.120 0.471
H 3.766 -0.418 1.941 0.471
```

two.
Molecular formula: H12LiO6
Method: DFT, ωB97M-V/def2-TZVPD

Computed properties:
Spin multiplicity: 1
Molecular weight: 115.0 g/mol
Gap between HOMO and LUMO: 12.06 eV
HOMO: -0.5580 hartree
Charge: +1
LUMO: -3.13 eV

Structure (XYZ):
```
19
Properties=species:S:1:pos:R:3:nbo_charge:R:1
O 0.866 2.111 1.084 -0.966
O -1.444 1.068 -1.202 -0.976
O -1.527 0.073 1.791 -0.983
O 1.360 -0.812 1.067 -0.971
O 1.198 -0.409 -2.070 -0.990
O -0.756 -2.163 -0.525 -0.956
Li -0.064 0.277 0.211 0.907
H -1.751 2.037 -1.059 0.495
H -1.091 1.153 -2.144 0.503
H 0.407 2.891 0.779 0.479
H 1.540 2.565 1.635 0.503
H 1.177 -1.397 -1.918 0.498
H -0.396 -2.926 -0.878 0.479
H 2.157 -1.067 0.619 0.496
H -1.493 -1.862 -0.994 0.488
H -2.051 -0.572 2.334 0.511
H -1.027 0.635 2.372 0.490
H 1.715 -0.122 -2.815 0.497
H 1.179 -1.479 1.714 0.497
```

two is the most stable structure; the next one sits 256.5 kJ/mol above it.

one.
Molecular formula: CH2INO3P
Method: DFT, ωB97M-V/def2-TZVPD

Computed properties:
Spin multiplicity: 1
Molecular weight: 233.9 g/mol
Structure (SMILES): C=[N+]([O-])[P@@](=O)([O-])I
Gap between HOMO and LUMO: 8.47 eV
HOMO: -0.2003 hartree
Charge: -1
LUMO: 3.02 eV

Structure (XYZ):
```
9
Properties=species:S:1:pos:R:3:nbo_charge:R:1
I 2.054 1.756 0.168 -0.476
P 1.087 -0.669 0.307 2.226
O 1.000 -1.106 1.710 -1.093
O 1.855 -1.322 -0.699 -1.102
O -1.110 -1.467 0.055 -0.556
N -0.568 -0.307 -0.127 -0.218
C -1.203 0.726 -0.515 -0.193
H -0.758 1.775 -0.426 0.224
H -2.358 0.614 -0.473 0.187
```

two.
Molecular formula: CH2INO3P
Method: DFT, ωB97M-V/def2-TZVPD

Computed properties:
Spin multiplicity: 1
Molecular weight: 233.9 g/mol
Structure (SMILES): C=NO[P@@](=O)([O-])I
Gap between HOMO and LUMO: 8.28 eV
HOMO: -0.1868 hartree
Charge: -1
LUMO: 3.20 eV

Structure (XYZ):
```
9
Properties=species:S:1:pos:R:3:nbo_charge:R:1
I 0.157 1.390 -2.699 -0.408
P -1.236 0.035 -1.140 2.250
O -0.001 -0.729 -0.326 -0.679
O -1.901 -0.920 -1.977 -1.121
O -1.839 0.960 -0.130 -1.132
N 0.917 0.033 0.353 -0.081
C 1.177 -0.184 1.577 -0.129
H 0.873 -0.986 2.331 0.142
H 1.852 0.402 2.010 0.159
```

two is the most stable structure; the next one sits 69.7 kJ/mol above it.